1.
# CH5NO2

3 unconnected molecules or ions with the total composition CH5NO2 at a distorted geometry (ωB97M-V/def2-TZVPD, the OMol25 dataset).

Cartesian coordinates (Å):
1 C -0.28689 -0.06655 0.88299
2 N -1.10271 0.76331 0.07504
3 O 0.47702 0.51973 1.57004
4 H -0.74398 -1.42473 -0.04611
5 H -1.20988 1.67807 0.48010
6 H -2.02241 0.39537 -0.14282
7 H 2.25502 -0.16892 -1.14256
8 H 1.06770 -0.86892 -0.42122
9 O 1.56612 -0.82737 -1.25547

Summary:
**HOMO**: -10.43 eV
**E**: -246.22981 Eh
**Frontier orbital gap**: 10.20 eV
**LUMO**: -0.23 eV

***

2.
# CH5NO2P2

A single CH5NO2P2 molecule at a distorted geometry (ωB97M-V/def2-TZVPD, the OMol25 dataset).

Cartesian coordinates (Å):
1 C 0.91640 -0.29866 0.60278
2 N -1.07581 0.40732 -0.59394
3 O 1.25854 0.61602 -1.98435
4 O -1.05486 1.36428 2.02397
5 P 0.46792 -0.25074 -1.16073
6 P -0.77790 0.26202 1.09105
7 H 1.24846 -1.23509 0.89923
8 H 1.61976 0.46992 0.80547
9 H -1.52148 1.25235 -1.09106
10 H 0.22543 -1.48312 -1.75650
11 H -1.30646 -1.10431 1.16407

Summary:
**HOMO**: -10.55 eV
**E**: -929.08837 Eh
**Frontier orbital gap**: 11.43 eV
**LUMO**: 0.88 eV

***

3.
# CH5NO2S

A molecular structure, CH5NO2S at a distorted geometry (ωB97M-V/def2-TZVPD, the OMol25 dataset).

Cartesian coordinates (Å):
1 C 0.17923 0.46892 -1.02294
2 N -0.86616 -0.00730 1.51328
3 O 1.63538 -0.34664 1.44070
4 O -0.29729 -0.17019 -2.14752
5 S 0.49152 -0.91910 0.83663
6 H 1.20931 0.99529 -1.12485
7 H -0.45336 1.08823 -0.36711
8 H -1.66326 -0.56373 1.09224
9 H -0.74399 -0.11162 2.51207
10 H 0.50862 -0.43386 -2.73250

Summary:
**HOMO**: -7.94 eV
**E**: -644.41708 Eh
**Frontier orbital gap**: 8.39 eV
**LUMO**: 0.46 eV

***

4.
# CH5NO3S

A single CH5NO3S molecule at a distorted geometry (ωB97M-V/def2-TZVPD, the OMol25 dataset).

Cartesian coordinates (Å):
1 N 0.86901 1.63364 -0.12861
2 S 0.80702 -0.07607 -0.08818
3 O 1.08044 -0.61164 -1.42242
4 O 1.69551 -0.49552 0.93845
5 C -1.02950 -0.43408 0.50958
6 O -1.29791 -1.74855 0.46860
7 H 1.90550 1.88861 -0.36322
8 H 0.22923 1.91917 -0.79866
9 H -1.59523 0.12762 -0.25516
10 H -1.24953 -0.07549 1.56892
11 H -1.41456 -2.12769 -0.42930

Summary:
**HOMO**: -10.42 eV
**E**: -719.71255 Eh
**Frontier orbital gap**: 10.84 eV
**LUMO**: 0.42 eV

***

5.
# CH5NO4P

2 unconnected molecules or ions with the total composition CH5NO4P at a distorted geometry (ωB97M-V/def2-TZVPD, the OMol25 dataset).

Cartesian coordinates (Å):
1 C -0.56337 -0.30049 1.67511
2 N -0.12789 -1.26140 -1.37825
3 O 1.80330 2.21166 -1.87746
4 O -0.18475 1.67777 -0.59496
5 O 0.58835 -0.85437 1.10826
6 O 0.67392 -0.33603 -1.95777
7 P 0.97404 1.11864 -1.31971
8 H -1.29721 -0.93791 2.12280
9 H -0.95019 0.33925 0.83733
10 H -0.17649 0.35445 2.56683
11 H -1.07014 -0.82593 -1.34225
12 H 0.33043 -1.18563 0.16008

Summary:
**HOMO (alpha / beta)**: -3.66 / -3.66 eV
**Net charge**: -1
**E**: -738.15062 Eh
**Frontier orbital gap (alpha / beta)**: 6.99 / 6.99 eV
**LUMO (alpha / beta)**: 3.33 / 3.33 eV

***

6.
# CH5NOP

A molecular structure, CH5NOP at a distorted geometry (ωB97M-V/def2-TZVPD, the OMol25 dataset).

Cartesian coordinates (Å):
1 C -1.52365 0.07689 -0.21430
2 N -0.30685 0.08172 0.48119
3 O 0.91281 1.04175 -0.28025
4 P 1.43640 -0.42714 -0.14811
5 H -1.53874 -0.96758 -0.51601
6 H -2.26101 0.52798 0.51260
7 H -1.49524 0.53860 -1.15062
8 H 1.76284 -0.77435 1.20457
9 H 3.01344 -0.09786 0.11091

Summary:
**HOMO**: -2.37 eV
**Net charge**: -1
**E**: -512.30921 Eh
**Frontier orbital gap**: 6.90 eV
**LUMO**: 4.53 eV

***

7.
# CH5NOP

A gas-phase ion, CH5NOP (charge -1) at a distorted geometry (ωB97M-V/def2-TZVPD, the OMol25 dataset).

Cartesian coordinates (Å):
1 O 0.08525 -0.35339 2.93149
2 N 0.18793 -0.08026 1.64575
3 C 0.04853 -0.81560 0.52559
4 P 0.29749 -0.00789 -0.92574
5 H 0.44203 0.83520 1.24712
6 H -0.20302 -1.83099 0.46911
7 H -0.63096 -1.14840 -1.41097
8 H 0.98108 1.15283 -0.30118
9 H -0.60742 1.01369 -1.08860

Summary:
**HOMO**: -1.86 eV
**Net charge**: -1
**E**: -512.27952 Eh
**Frontier orbital gap**: 6.75 eV
**LUMO**: 4.89 eV

***

8.
# CH5NOP

2 unconnected molecules or ions with the total composition CH5NOP at a distorted geometry (ωB97M-V/def2-TZVPD, the OMol25 dataset).

Cartesian coordinates (Å):
1 C -0.18885 -1.17694 -0.25451
2 N 0.38320 -0.11124 0.38898
3 O 0.78405 -0.14444 1.50293
4 P -0.01279 1.43340 -0.53910
5 H 0.25867 -1.59344 -1.22565
6 H -1.52373 -0.47189 -0.61225
7 H -0.27747 -2.03141 0.46061
8 H 1.10437 2.20855 -0.39260
9 H -0.52745 1.88741 0.67159

Summary:
**HOMO**: -15.88 eV
**Net charge**: +1
**E**: -511.97086 Eh
**Frontier orbital gap**: 8.39 eV
**LUMO**: -7.50 eV

***

9.
# CH5NOS2

2 unconnected molecules or ions with the total composition CH5NOS2 at a distorted geometry (ωB97M-V/def2-TZVPD, the OMol25 dataset).

Cartesian coordinates (Å):
1 N -1.23985 0.25082 1.18419
2 C -1.44989 0.99466 2.31157
3 O -0.71481 0.92712 3.24437
4 H -0.30812 -0.14083 1.28193
5 H -1.83284 -0.56664 1.19629
6 H -2.37868 1.61583 2.36090
7 S 2.14186 -0.54250 -1.75447
8 S 2.14972 -0.42245 -3.86276
9 H 2.83380 -1.76058 -1.91607
10 H 0.79882 -0.35542 -4.04594

Summary:
**HOMO**: -9.20 eV
**E**: -967.44395 Eh
**Frontier orbital gap**: 9.29 eV
**LUMO**: 0.10 eV

***

10.
# CH5NOSi

2 unconnected molecules or ions with the total composition CH5NOSi at a distorted geometry (ωB97M-V/def2-TZVPD, the OMol25 dataset).

Cartesian coordinates (Å):
1 C -0.01803 0.15296 1.68123
2 N 0.82141 1.20613 1.99512
3 O -0.27664 -0.87414 2.26880
4 Si -0.96251 0.34508 -0.93621
5 H 1.42119 1.12450 2.85355
6 H 1.37203 1.75323 1.36266
7 H 0.21605 -0.28122 -1.63887
8 H -2.14108 -0.45113 -0.75305
9 H -1.05210 1.84009 -0.96539

Summary:
**HOMO**: -7.72 eV
**E**: -460.48385 Eh
**Frontier orbital gap**: 7.73 eV
**LUMO**: 0.01 eV

***

11.
# CH5NOSi

4 unconnected molecules or ions with the total composition CH5NOSi at a distorted geometry (ωB97M-V/def2-TZVPD, the OMol25 dataset).

Cartesian coordinates (Å):
1 C -1.57524 -1.63197 -2.04194
2 N -0.86998 -0.83017 -2.41631
3 O -0.12135 -0.83643 -0.04350
4 Si -0.33958 0.06959 1.12996
5 H -2.23333 -2.30163 -1.46290
6 H 3.04754 2.12437 1.05843
7 H 3.25487 2.25050 0.20142
8 H -1.74412 0.10677 1.62791
9 H 0.58117 1.04896 1.94692

Summary:
**HOMO (alpha / beta)**: -6.26 / -11.99 eV
**E**: -460.31772 Eh
**Frontier orbital gap (alpha / beta)**: 6.94 / 7.98 eV
**LUMO (alpha / beta)**: 0.69 / -4.01 eV
**2S+1**: 3

***

12.
# CH5NS

2 unconnected molecules or ions with the total composition CH5NS (ωB97M-V/def2-TZVPD, the OMol25 dataset).

Cartesian coordinates (Å):
1 C 0.79418 -0.70685 0.94171
2 N 0.76335 -0.78512 -0.32023
3 H -0.07745 -0.34715 1.48847
4 H 1.63749 -1.03346 1.55322
5 H 1.70441 -1.02887 -0.63645
6 S -1.26087 1.81261 -0.99451
7 H -1.01428 0.52860 -0.76030
8 H -2.54683 1.56025 -1.27193

Summary:
**HOMO**: -9.33 eV
**E**: -493.99912 Eh
**Frontier orbital gap**: 10.38 eV
**LUMO**: 1.06 eV

***

13.
# CH5NSi2

A single CH5NSi2 molecule at a distorted geometry (ωB97M-V/def2-TZVPD, the OMol25 dataset).

Cartesian coordinates (Å):
1 N -2.88249 0.76538 -0.13823
2 C -1.95354 0.07151 -0.06500
3 Si -0.43561 -1.02027 0.11077
4 Si 1.13908 0.69111 -0.06875
5 H -0.13233 -1.69898 1.36238
6 H -0.34258 -2.20733 -1.16962
7 H 1.11567 1.62241 1.18341
8 H 2.47660 -0.00645 -0.29786
9 H 1.01520 1.78261 -0.91710

Summary:
**HOMO**: -10.72 eV
**E**: -674.75935 Eh
**Frontier orbital gap**: 11.04 eV
**LUMO**: 0.32 eV

***

14.
# CH5NSi2

A single CH5NSi2 molecule at a distorted geometry (ωB97M-V/def2-TZVPD, the OMol25 dataset).

Cartesian coordinates (Å):
1 C -0.04250 1.66059 -0.22310
2 N -0.04690 -0.74836 -0.18847
3 Si 1.32592 0.31447 0.13117
4 Si -1.38246 0.34309 0.05270
5 H 2.12615 0.18094 -1.10444
6 H 2.13886 -0.19733 1.21689
7 H 0.10043 -1.54159 -0.73997
8 H -2.46205 -0.06395 -0.71002
9 H -1.75746 0.05215 1.56525

Summary:
**HOMO (alpha / beta)**: -8.73 / -9.33 eV
**E**: -674.67891 Eh
**Frontier orbital gap (alpha / beta)**: 9.22 / 8.17 eV
**LUMO (alpha / beta)**: 0.49 / -1.16 eV
**2S+1**: 3

***

15.
# CH5O2

A molecular structure, CH5O2 at a distorted geometry (ωB97M-V/def2-TZVPD, the OMol25 dataset).

Cartesian coordinates (Å):
1 C -0.29887 0.40308 -1.09839
2 O 0.62868 0.60825 -0.00285
3 H -0.93725 -0.53609 -0.92651
4 H -1.03133 1.30848 -1.08563
5 H 0.18036 0.23432 -2.06990
6 H 0.90014 -0.94597 2.42494
7 H 0.34468 -0.05817 1.01115
8 O 0.21359 -1.01390 1.74720

Summary:
**HOMO**: -3.16 eV
**Net charge**: -1
**E**: -191.55851 Eh
**Frontier orbital gap**: 8.05 eV
**LUMO**: 4.89 eV

***

16.
# CH5O2

2 unconnected molecules or ions with the total composition CH5O2 (ωB97M-V/def2-TZVPD, the OMol25 dataset).

Cartesian coordinates (Å):
1 O 1.46086 -1.24358 0.87125
2 H 1.79332 -1.40987 -0.01497
3 C -0.75849 0.74861 -0.29314
4 O -0.57497 -0.55178 -0.64052
5 H -1.26576 1.34244 -1.08958
6 H 0.17687 1.31899 -0.09049
7 H -1.34267 0.88222 0.64018
8 H 0.51084 -1.08703 0.61728

Summary:
**HOMO**: -2.47 eV
**Net charge**: -1
**E**: -191.56618 Eh
**Frontier orbital gap**: 7.42 eV
**LUMO**: 4.96 eV

***

17.
# CH5O2P

2 unconnected molecules or ions with the total composition CH5O2P at a distorted geometry (ωB97M-V/def2-TZVPD, the OMol25 dataset).

Cartesian coordinates (Å):
1 C 0.59695 -0.61094 -0.26953
2 O -2.57082 0.40384 0.39851
3 O 3.22629 -0.13760 0.28681
4 P 1.86442 0.35987 0.19991
5 H 0.97797 -1.57091 -0.51362
6 H -0.23795 -0.13998 -0.54693
7 H -2.32158 -0.44752 0.49987
8 H -2.92376 0.40225 -0.51537
9 H 1.38849 1.74099 0.46035

Summary:
**HOMO**: -9.36 eV
**E**: -532.86517 Eh
**Frontier orbital gap**: 9.83 eV
**LUMO**: 0.47 eV

***

18.
# CH5O2PS

2 unconnected molecules or ions with the total composition CH5O2PS at a distorted geometry (ωB97M-V/def2-TZVPD, the OMol25 dataset).

Cartesian coordinates (Å):
1 C 0.40111 1.25124 -0.23034
2 O -2.32772 -1.35262 0.21816
3 O -0.76199 0.43009 0.04474
4 P -1.05109 -1.07771 -0.71198
5 S 2.43057 -1.74378 -0.05789
6 H 0.81620 0.81542 -1.11507
7 H 1.10714 1.31824 0.52472
8 H 0.17901 2.22617 -0.39514
9 H -2.42565 -0.60228 0.84130
10 H 1.63242 -1.26477 0.88150

Summary:
**HOMO (alpha / beta)**: -9.21 / -7.44 eV
**E**: -931.04009 Eh
**Frontier orbital gap (alpha / beta)**: 8.62 / 5.29 eV
**LUMO (alpha / beta)**: -0.59 / -2.15 eV

***

19.
# CH5O2PS

2 unconnected molecules or ions with the total composition CH5O2PS at a distorted geometry (ωB97M-V/def2-TZVPD, the OMol25 dataset).

Cartesian coordinates (Å):
1 O 1.96577 -2.87312 -0.71910
2 S 1.80260 -2.32356 0.61001
3 P 0.96078 -0.39031 0.51528
4 O 2.61479 -0.86811 0.87102
5 H 0.41507 -0.03420 1.78628
6 C -1.57191 1.28634 -0.67308
7 H -1.76650 0.34200 -0.18556
8 H -2.31637 1.53760 -1.41889
9 H -1.61740 2.10980 0.15734
10 H -0.48683 1.21356 -0.94329

Summary:
**HOMO**: -9.80 eV
**E**: -931.04555 Eh
**Frontier orbital gap**: 9.46 eV
**LUMO**: -0.34 eV

***

20.
# CH5O2Sr

A molecular structure, CH5O2Sr at a distorted geometry (ωB97M-V/def2-TZVPD, the OMol25 dataset).

Cartesian coordinates (Å):
1 O 0.44369 0.07377 0.42905
2 H -0.12049 -0.60077 0.88420
3 C 1.84204 -0.14414 0.67749
4 H 2.36925 -0.03472 -0.27575
5 H 2.20925 0.59847 1.39398
6 H 1.99033 -1.15800 1.06532
7 Sr -0.61255 1.24706 -1.28676
8 O -2.41606 0.31093 -1.91435
9 H -3.30292 0.40970 -1.57089

Summary:
**HOMO**: -13.57 eV
**Net charge**: +1
**E**: -222.07638 Eh
**Frontier orbital gap**: 8.92 eV
**LUMO**: -4.65 eV